{"formula": "C16H22N2O6S", "method": "ωB97M-V/def2-TZVPD", "symbols": ["O", "C", "O", "C", "C", "O", "S", "O", "O", "C", "C", "C", "O", "H", "H", "H", "H", "H", "H", "H", "H", "H", "H", "H", "H", "N", "C", "C", "C", "C", "C", "H", "H", "H", "H", "H", "N", "C", "C", "C", "C", "C", "H", "H", "H", "H", "H"], "positions_angstrom": [[2.23934, 0.45860, 2.37177], [1.81589, -0.72743, 2.36607], [2.38483, -1.73170, 1.50782], [1.28048, -2.21547, 0.68764], [1.48155, -1.90728, -0.90033], [2.89336, -1.98229, -1.29931], [3.05843, -0.92158, -2.63296], [1.87753, -1.24739, -3.50774], [2.92783, 0.59351, -1.91058], [2.54719, 1.62972, -2.85140], [1.79205, 2.77419, -1.97008], [0.22529, 2.49295, -1.77057], [-0.18657, 1.13264, -2.05710], [0.91592, -1.00835, 3.03635], [0.34699, -1.59988, 0.98747], [1.00720, -3.31905, 0.87040], [0.85242, -2.66805, -1.50075], [1.00634, -0.88566, -1.08343], [1.79612, 1.30725, -3.64628], [3.42620, 2.15188, -3.35871], [2.34029, 2.81962, -0.95350], [1.92279, 3.78434, -2.48920], [-0.03105, 2.73134, -0.67270], [-0.36967, 3.23741, -2.40182], [-1.11909, 1.05330, -1.73665], [-1.74499, 4.40892, -0.74583], [-1.74566, 5.57654, -1.40897], [-2.16054, 6.77746, -0.85652], [-2.60558, 6.77617, 0.45744], [-2.61743, 5.58344, 1.16605], [-2.17887, 4.43643, 0.52471], [-1.39203, 5.52592, -2.43418], [-2.13679, 7.69026, -1.43864], [-2.93976, 7.69594, 0.92501], [-2.95875, 5.54581, 2.19302], [-2.16574, 3.47994, 1.03824], [-0.53717, -5.02173, 1.52377], [-0.55783, -6.23877, 0.95623], [-1.00968, -7.38094, 1.59694], [-1.46444, -7.26463, 2.90233], [-1.45271, -6.01935, 3.51396], [-0.98458, -4.93723, 2.78692], [-0.18947, -6.27919, -0.06372], [-1.00574, -8.33698, 1.08861], [-1.82491, -8.13604, 3.43804], [-1.79988, -5.89226, 4.53173], [-0.95912, -3.94230, 3.22045]], "energy_ha": -1581.86138, "relative_energy_kj_mol": 602.7, "lumo_ev": 0.613, "e_homo_ev": -9.47, "multiplicity": 1}

***

{"formula": "C16H22N2PtSe2SiTe2", "method": "ωB97M-V/def2-TZVPD", "symbols": ["Pt", "Se", "Te", "Te", "Se", "C", "C", "C", "C", "C", "C", "N", "N", "Si", "C", "C", "C", "H", "H", "H", "H", "H", "H", "H", "H", "H", "H", "H", "H", "H", "H", "H", "C", "C", "C", "C", "C", "C", "C", "H", "H", "H", "H", "H", "H", "H"], "positions_angstrom": [[-0.13480, -0.64352, -1.68470], [-1.33375, -0.49671, -3.64805], [-3.03896, -2.23389, -3.36170], [0.14306, -4.19226, -3.77551], [1.20342, -2.48198, -2.37596], [3.25269, -0.30555, -0.59226], [2.28887, -0.91637, 0.38398], [2.73332, -1.52501, 1.54611], [1.78472, -2.05666, 2.41945], [0.45200, -1.95344, 2.12697], [0.04564, -1.32644, 0.92220], [0.99923, -0.84171, 0.08958], [-1.19735, -1.17386, 0.49790], [-2.56630, -0.93261, 1.46489], [-3.36906, -2.42965, 2.37399], [-2.12252, 0.27038, 2.91025], [-3.89070, -0.12531, 0.36379], [3.67204, 0.61567, -0.18217], [2.74249, -0.04751, -1.52339], [4.07295, -0.98955, -0.81462], [3.79253, -1.59333, 1.76497], [2.11247, -2.55669, 3.32697], [-0.30669, -2.36191, 2.77621], [-2.65480, -2.91477, 3.03545], [-3.72474, -3.17579, 1.67072], [-4.21481, -2.11685, 2.98392], [-1.59773, -0.26107, 3.70201], [-2.99299, 0.74859, 3.35326], [-1.45734, 1.05462, 2.55691], [-4.09152, -0.75699, -0.49729], [-3.54305, 0.83202, -0.01331], [-4.82740, 0.04196, 0.89014], [-0.69746, 1.35176, -1.23740], [0.52814, 2.09357, -1.48197], [1.33620, 2.54946, -0.42478], [2.49115, 3.26157, -0.66274], [2.88824, 3.54975, -1.95930], [2.11052, 3.10600, -3.02162], [0.95160, 2.40346, -2.78940], [-1.52277, 1.68781, -1.87876], [-1.00624, 1.40690, -0.18819], [1.03851, 2.32876, 0.59349], [3.08855, 3.61051, 0.17263], [3.78848, 4.12186, -2.14345], [2.41739, 3.31520, -4.04048], [0.35677, 2.05956, -3.62877]], "energy_ha": -6480.23805, "relative_energy_kj_mol": 51.3, "lumo_ev": [4.475, 4.445], "e_homo_ev": [-0.48, -0.60], "multiplicity": 3, "total_charge": -2}

***

{"formula": "C16H23BEuF4N5OS", "method": "ωB97M-V/def2-TZVPD", "symbols": ["Eu", "O", "C", "C", "C", "C", "C", "C", "C", "C", "N", "H", "H", "H", "H", "H", "H", "H", "H", "H", "H", "H", "C", "N", "C", "C", "N", "C", "S", "H", "H", "H", "H", "H", "H", "F", "B", "F", "F", "F", "C", "C", "N", "C", "C", "N", "H", "H", "H", "H", "H", "H"], "positions_angstrom": [[0.06080, -0.18136, -0.42629], [-2.07226, 1.01140, -1.37734], [-1.98099, 2.12924, -2.27326], [-1.67198, 3.42257, -1.54319], [-0.39484, 3.38095, -0.69357], [0.84399, 3.10822, -1.50910], [1.52413, 4.14033, -2.14706], [2.63423, 3.84895, -2.91975], [3.05036, 2.53126, -3.04355], [2.32502, 1.56026, -2.37879], [1.25193, 1.84016, -1.63451], [-2.84587, 1.10784, -0.80608], [-2.90776, 2.22010, -2.84229], [-1.18741, 1.87436, -2.97716], [-2.51387, 3.67839, -0.89361], [-1.59751, 4.21890, -2.28963], [-0.51353, 2.62315, 0.09240], [-0.27871, 4.33947, -0.18596], [1.17452, 5.15749, -2.02753], [3.17432, 4.64418, -3.41681], [3.91205, 2.25728, -3.63424], [2.61236, 0.51555, -2.43135], [-2.22253, 2.45043, 4.46239], [-0.84537, 2.27299, 4.01825], [0.26894, 2.84647, 4.61091], [1.34837, 2.41713, 3.93052], [0.88010, 1.59569, 2.92832], [-0.46747, 1.50416, 2.97680], [-1.48413, 0.60237, 1.95309], [-2.64779, 3.34989, 4.02126], [-2.22960, 2.52612, 5.54637], [-2.79728, 1.58379, 4.14959], [0.18198, 3.50122, 5.45867], [2.39560, 2.60399, 4.08095], [1.42578, 1.02963, 2.29198], [2.03879, -1.48030, -0.90444], [2.14160, -1.41271, 0.52835], [2.13888, 0.01427, 0.84208], [3.24015, -2.02106, 1.00439], [0.92549, -1.90942, 1.05150], [-0.52131, -2.36546, -3.93154], [-1.20640, -2.74747, -2.66654], [-1.17273, -2.10194, -1.52409], [-1.94677, -2.82780, -0.63922], [-2.46044, -3.91421, -1.26246], [-1.98068, -3.85195, -2.55492], [0.14676, -1.52621, -3.74450], [-1.23932, -2.06805, -4.69644], [0.07662, -3.18787, -4.32299], [-2.08288, -2.53514, 0.39034], [-3.09397, -4.71150, -0.91925], [-2.15451, -4.51773, -3.28821]], "energy_ha": -2505.54438, "relative_energy_kj_mol": 0.0, "lumo_ev": [-2.012, -2.012], "e_homo_ev": [-10.00, -10.85], "multiplicity": 8, "total_charge": 1}

***

{"formula": "C16H23BFeN6", "method": "ωB97M-V/def2-TZVPD", "symbols": ["H", "N", "B", "N", "C", "Fe", "H", "C", "H", "C", "H", "C", "H", "H", "H", "N", "N", "N", "N", "C", "C", "H", "H", "C", "C", "C", "C", "H", "H", "H", "H", "H", "C", "C", "C", "C", "C", "C", "H", "H", "H", "H", "H", "H", "H", "H", "H"], "positions_angstrom": [[0.00461, 2.84468, 1.08331], [0.13239, 1.67133, -0.64858], [0.58702, 0.63320, -2.84085], [0.58255, 1.89583, -1.92944], [1.04725, 3.16803, -2.02907], [-0.70549, -0.89121, -0.13252], [1.45308, 3.53307, -2.95961], [0.87667, 3.77967, -0.78231], [1.11985, 4.77841, -0.47950], [0.30233, 2.79726, 0.04500], [0.97502, 0.86577, -3.93988], [-0.82705, -2.78754, -0.28385], [-0.90857, -2.89647, 0.82222], [0.02923, -3.37360, -0.64270], [-1.74972, -3.18968, -0.72286], [-0.86142, 0.06062, -2.81054], [1.45762, -0.40678, -2.09479], [-1.42798, -0.51722, -1.63770], [1.05045, -0.95552, -0.86666], [-1.72036, -0.09032, -3.82299], [2.64686, -0.92658, -2.44262], [-1.42058, 0.23964, -4.80089], [3.08726, -0.62621, -3.37735], [-2.89943, -0.67005, -3.33921], [3.05943, -1.79833, -1.43464], [-2.69959, -0.88152, -1.98134], [2.05371, -1.78460, -0.46534], [-3.77426, -0.90087, -3.91004], [3.96518, -2.37600, -1.41146], [-3.36696, -1.33686, -1.24922], [1.94943, -2.36476, 0.44069], [-1.10294, 1.06645, 0.81940], [-0.25492, 1.51545, 4.75667], [-0.27299, 0.08125, 4.21741], [1.13611, -0.51097, 4.34129], [-1.23948, -0.76603, 5.04572], [-0.70703, 0.12895, 2.81658], [-0.87808, 0.27403, 1.59293], [0.04772, 1.53263, 5.81381], [-1.24709, 1.96976, 4.66693], [0.45306, 2.12568, 4.18394], [1.46010, -0.50467, 5.39358], [1.16180, -1.54650, 3.98296], [1.85940, 0.07237, 3.76001], [-2.26046, -0.38369, 4.95063], [-1.22479, -1.80554, 4.70043], [-0.95407, -0.74767, 6.10856]], "energy_ha": -2240.45024, "lumo_ev": [0.629, 0.529], "e_homo_ev": [-6.28, -7.40], "multiplicity": 5}

***

{"formula": "C16H23BN2O4", "method": "ωB97M-V/def2-TZVPD", "symbols": ["O", "O", "O", "O", "B", "C", "C", "C", "C", "C", "C", "C", "C", "C", "C", "N", "N", "C", "C", "C", "C", "C", "C", "H", "H", "H", "H", "H", "H", "H", "H", "H", "H", "H", "H", "H", "H", "H", "H", "H", "H", "H", "H", "H", "H", "H"], "positions_angstrom": [[1.95999, -0.59214, 3.07246], [2.62328, -1.00543, -1.19353], [-0.42247, 3.14928, 0.37074], [0.15075, 1.50358, 2.12063], [0.19323, 2.02192, 0.85336], [2.81766, -1.16705, 2.46687], [3.00433, -0.27661, -0.30324], [1.49309, -3.11215, 2.01944], [2.72588, -2.53564, 1.95954], [-3.71403, 0.94816, -0.39744], [-2.36885, 0.83348, -0.06530], [-1.90455, -0.51947, -1.91850], [-4.14445, 0.47475, -1.61442], [-3.23684, -0.28069, -2.36099], [-1.45100, 0.09100, -0.76602], [3.90342, -0.42350, 2.00819], [2.28924, 0.88090, 0.10320], [-5.57225, 0.72150, -1.93654], [-3.61272, -0.85339, -3.66686], [4.30182, 0.85781, 2.55803], [4.20824, -0.53676, 0.50606], [-0.00299, -0.08977, -0.31122], [0.91102, 1.09952, -0.25183], [-0.40077, 3.46743, -0.52148], [0.79878, 0.84690, 2.47930], [1.38843, -4.14261, 1.65158], [0.65558, -2.61415, 2.45399], [3.60735, -3.06780, 1.72273], [-4.36492, 1.42898, 0.32403], [-2.05749, 1.22201, 0.91310], [-1.13677, -1.14461, -2.43639], [2.64186, 1.35933, 0.95957], [-5.56991, 1.22788, -2.92804], [-6.16868, -0.12285, -2.05759], [-5.95123, 1.49900, -1.26663], [-2.91551, -0.60601, -4.43861], [-3.75983, -1.91182, -3.58201], [-4.67437, -0.53231, -3.83837], [5.18643, 0.68954, 3.17486], [4.53440, 1.38256, 1.70389], [3.44069, 1.28053, 3.14060], [4.39351, -1.61327, 0.35556], [5.03992, 0.02771, 0.15965], [-0.13618, -0.39322, 0.75387], [0.43749, -0.99462, -0.76757], [0.85944, 1.52210, -1.20869]], "smiles": "C=CC(=O)N(C)CC(=O)N[C@@H](Cc1ccc(C)c(C)c1)B(O)O", "energy_ha": -1058.85149, "relative_energy_kj_mol": 208.1, "lumo_ev": 0.108, "e_homo_ev": -8.42, "multiplicity": 1}

***

{"formula": "C16H23ClNO10", "method": "ωB97M-V/def2-TZVPD", "symbols": ["Cl", "O", "O", "O", "O", "O", "C", "O", "C", "C", "C", "H", "H", "H", "H", "H", "H", "O", "C", "O", "C", "C", "C", "H", "H", "H", "H", "H", "H", "O", "C", "O", "C", "C", "C", "H", "H", "H", "H", "H", "H", "N", "C", "C", "C", "C", "H", "H", "H", "H", "H"], "positions_angstrom": [[-29.96067, 3.44722, 18.85612], [-30.05479, 2.42681, 17.88750], [-29.26170, 3.05813, 20.02053], [-29.35945, 4.68480, 18.31503], [-31.27858, 3.66132, 19.30903], [-35.47479, 1.71464, 12.30422], [-35.79633, 2.13515, 13.42808], [-36.87352, 1.72038, 14.04649], [-36.85209, 2.12868, 15.38766], [-36.01119, 3.37776, 15.30738], [-34.98868, 3.00495, 14.40768], [-36.48636, 1.35952, 16.06790], [-37.78447, 2.46587, 15.84051], [-35.64818, 3.51681, 16.32571], [-36.63892, 4.24430, 15.09962], [-34.09156, 2.46289, 14.70677], [-34.64129, 3.89168, 13.87747], [-32.29667, 13.07863, 14.51584], [-32.53359, 11.88686, 14.36302], [-32.22210, 11.03458, 15.34050], [-32.63024, 9.72031, 15.03956], [-33.30948, 9.84591, 13.76095], [-33.13630, 11.22929, 13.20523], [-33.31843, 9.37215, 15.80980], [-31.74386, 9.08623, 15.05896], [-34.38393, 9.74545, 13.91443], [-33.00933, 9.08692, 13.03849], [-34.08168, 11.62922, 12.83859], [-32.40724, 11.47796, 12.43404], [-27.56132, 0.40939, 25.28180], [-27.62215, 1.53077, 25.75092], [-28.47753, 1.85038, 26.73954], [-28.42827, 3.22532, 26.98886], [-27.31505, 3.85221, 26.21992], [-26.74539, 2.69891, 25.41899], [-28.14922, 3.34074, 28.03619], [-29.42011, 3.50889, 26.63678], [-26.57427, 4.23002, 26.92462], [-27.61386, 4.56600, 25.45227], [-25.71189, 2.41521, 25.61773], [-26.82160, 2.82806, 24.33936], [-34.56312, 0.03845, 22.44767], [-35.86015, -0.33345, 22.19625], [-36.53486, -0.55782, 23.39343], [-35.62096, -0.39017, 24.47229], [-34.45430, 0.17061, 23.86222], [-33.88347, 0.30844, 21.75104], [-36.23721, -0.40248, 21.18657], [-37.56300, -0.86164, 23.52385], [-35.69907, -0.48694, 25.54511], [-33.49489, 0.53803, 24.19529]], "energy_ha": -1890.57641, "relative_energy_kj_mol": 68.3, "lumo_ev": 2.030, "e_homo_ev": -5.72, "multiplicity": 1, "total_charge": -1}